{
  "formula": "C4H5Cl3O2S",
  "method": "the ωB97M-V functional and the def2-TZVPD basis",
  "elements": ["Cl", "C", "C", "Cl", "Cl", "H", "C", "C", "S", "O", "O", "H", "H", "H", "H"],
  "xyz": [[-3.76, -2.47, -0.67], [-3.38, -0.80, -0.63], [-4.16, 0.14, -0.16], [-5.50, -0.39, 0.73], [-3.95, 1.78, -0.52], [-2.46, -0.70, -1.14], [-0.33, -0.68, 0.98], [-0.11, 0.56, 0.24], [-1.27, 1.69, 0.47], [-1.85, 1.70, 1.76], [-1.22, 2.91, -0.25], [-1.21, -1.40, 0.73], [0.56, -1.38, 0.83], [-0.47, -0.56, 2.06], [0.09, 0.44, -0.77]],
  "lumo_energy_ev": -0.856,
  "multiplicity": 1,
  "energy_ha": -2084.52358,
  "orbital_gap_ha": 0.3239,
  "de_lowest_kcal_mol": 55.0,
  "total_charge": 0
}

{
  "formula": "C3H5N3O",
  "method": "the ωB97M-V functional and the def2-TZVPD basis",
  "elements": ["N", "C", "N", "C", "O", "C", "N", "H", "H", "H", "H", "H"],
  "xyz": [[1.95, 0.83, 0.90], [0.73, 0.39, 0.37], [-0.06, 1.09, -0.41], [-1.12, 0.26, -0.66], [-2.08, 0.66, -1.53], [-0.99, -0.93, 0.00], [0.23, -0.83, 0.66], [2.13, 1.78, 0.57], [2.73, 0.24, 0.63], [-2.58, -0.12, -1.79], [-1.60, -1.82, 0.04], [0.67, -1.54, 1.22]],
  "lumo_energy_ev": 0.834,
  "multiplicity": 1,
  "energy_ha": -356.83277,
  "orbital_gap_ha": 0.3171,
  "de_lowest_kcal_mol": 15.4,
  "total_charge": 0
}

{
  "formula": "C18H31Br3KN5O6PS",
  "method": "the ωB97M-V functional and the def2-TZVPD basis",
  "elements": ["C", "C", "O", "C", "C", "N", "C", "C", "Br", "C", "C", "P", "S", "C", "O", "C", "N", "C", "N", "C", "C", "C", "O", "H", "H", "H", "H", "H", "H", "H", "H", "H", "H", "H", "H", "H", "H", "H", "H", "H", "Br", "C", "C", "Br", "H", "H", "H", "H", "K", "C", "O", "N", "N", "H", "H", "H", "H", "C", "O", "H", "H", "H", "H", "O", "H", "H"],
  "xyz": [[4.44, -0.87, 1.51], [3.59, -2.18, 1.92], [3.74, -3.30, 1.02], [3.49, -2.95, -0.36], [2.14, -2.09, -0.57], [2.29, -0.79, -1.16], [1.04, -0.08, -1.27], [1.11, 1.38, -1.88], [2.87, 2.07, -2.44], [-0.14, 2.29, -2.02], [-1.52, 1.69, -1.52], [-3.03, 2.82, -1.65], [-3.41, 3.07, -3.54], [-1.59, 0.23, -0.94], [-2.90, -0.24, -0.55], [-0.30, -0.69, -0.80], [-0.51, -2.01, -0.25], [0.76, -2.66, -0.16], [0.75, -4.04, 0.44], [0.06, -4.03, 1.78], [0.14, -5.02, -0.49], [-1.41, -5.07, -0.90], [0.89, -5.91, -0.99], [3.71, -0.16, 0.96], [4.72, -0.32, 2.48], [5.33, -1.08, 0.82], [2.47, -1.92, 2.13], [4.01, -2.52, 2.94], [3.32, -3.94, -0.94], [4.36, -2.40, -0.86], [-0.01, 3.34, -2.45], [-4.10, 2.18, -0.94], [-2.80, 4.11, -1.03], [-3.02, -1.13, -0.97], [0.52, -3.18, 2.40], [0.25, -5.03, 2.33], [-1.08, -3.92, 1.62], [-1.53, -5.05, -2.04], [-1.96, -4.17, -0.42], [-1.84, -6.04, -0.41], [5.94, 2.37, -0.02], [6.40, 1.34, -1.61], [7.30, 0.17, -1.26], [9.13, 0.75, -0.96], [6.85, 2.03, -2.32], [5.45, 0.98, -2.00], [7.36, -0.53, -2.10], [6.98, -0.37, -0.37], [-3.78, -5.25, 0.37], [-3.28, 6.31, 0.94], [-2.96, 6.00, -0.20], [-2.66, 7.30, 1.63], [-4.29, 5.70, 1.61], [-2.91, 7.57, 2.57], [-1.90, 7.78, 1.17], [-4.78, 4.97, 1.13], [-4.57, 5.94, 2.54], [-6.83, 1.59, 0.16], [-7.14, 2.80, -0.52], [-7.71, 1.26, 0.71], [-6.54, 0.83, -0.57], [-6.01, 1.77, 0.86], [-6.34, 3.07, -1.00], [-3.14, -1.84, 2.90], [-2.71, -1.71, 2.04], [-2.71, -1.19, 3.47]],
  "lumo_energy_ev": -4.235,
  "multiplicity": 1,
  "energy_ha": -10490.74620,
  "orbital_gap_ha": 0.2218,
  "total_charge": 1
}

{
  "formula": "C7H11N2",
  "method": "the ωB97M-V functional and the def2-TZVPD basis",
  "elements": ["C", "C", "C", "C", "C", "C", "C", "N", "N", "H", "H", "H", "H", "H", "H", "H", "H", "H", "H", "H"],
  "xyz": [[-0.54, 1.88, -0.31], [-1.94, -1.13, 0.24], [0.87, -0.63, 0.48], [0.96, 1.76, -0.01], [-0.66, -0.37, 0.71], [1.65, 0.69, 0.37], [1.12, -1.48, -0.77], [-1.27, 0.68, -0.06], [-2.39, 0.13, -0.34], [-0.95, 2.69, 0.32], [-0.70, 2.21, -1.34], [-1.76, -1.86, -0.55], [-2.61, -1.56, 0.99], [1.22, -1.19, 1.35], [1.46, 2.71, -0.16], [-0.76, -0.11, 1.77], [2.71, 0.67, 0.52], [0.69, -1.02, -1.66], [0.71, -2.48, -0.65], [2.19, -1.58, -0.93]],
  "lumo_energy_ev": -5.672,
  "multiplicity": 1,
  "energy_ha": -382.48292,
  "orbital_gap_ha": 0.3107,
  "de_lowest_kcal_mol": 88.3,
  "total_charge": 1
}

{
  "formula": "C22H41BHfN7P",
  "method": "the ωB97M-V functional and the def2-TZVPD basis",
  "elements": ["H", "N", "B", "N", "C", "Hf", "H", "C", "H", "C", "H", "C", "H", "H", "H", "N", "N", "N", "N", "C", "C", "H", "H", "C", "C", "C", "C", "H", "H", "H", "H", "H", "C", "C", "C", "C", "P", "N", "C", "C", "C", "C", "C", "C", "C", "C", "H", "H", "H", "H", "H", "H", "H", "H", "H", "H", "H", "H", "H", "H", "H", "H", "H", "H", "H", "H", "H", "H", "H", "H", "H", "H", "H"],
  "xyz": [[-1.83, -1.84, 2.92], [-1.11, -2.67, 1.11], [-0.39, -4.19, -0.80], [-1.26, -3.85, 0.45], [-2.13, -4.60, 1.16], [1.36, -1.08, -1.21], [-2.40, -5.59, 0.81], [-2.52, -3.89, 2.29], [-3.20, -4.21, 3.05], [-1.84, -2.67, 2.24], [-0.54, -5.35, -1.12], [2.84, -0.52, -2.67], [3.32, 0.46, -2.52], [2.46, -0.54, -3.71], [3.63, -1.28, -2.61], [1.09, -3.95, -0.37], [-0.84, -3.26, -1.97], [1.58, -2.65, -0.25], [-0.29, -2.01, -2.22], [2.06, -4.81, -0.03], [-1.77, -3.52, -2.92], [1.88, -5.87, -0.09], [-2.32, -4.45, -2.91], [3.19, -4.10, 0.36], [-1.83, -2.44, -3.80], [2.88, -2.75, 0.26], [-0.90, -1.51, -3.35], [4.13, -4.52, 0.70], [-2.46, -2.35, -4.67], [3.44, -1.87, 0.56], [-0.60, -0.56, -3.77], [-0.49, -1.93, 0.78], [0.50, 3.48, 2.63], [1.18, 2.34, 1.85], [2.54, 2.84, 1.33], [1.46, 1.15, 2.78], [0.12, 1.77, 0.41], [0.71, 0.35, -0.06], [-1.66, 1.45, 0.94], [-2.51, 2.73, 0.99], [-2.32, 0.44, -0.03], [-1.65, 0.81, 2.33], [0.19, 2.92, -1.08], [1.57, 2.86, -1.76], [-0.85, 2.48, -2.12], [-0.08, 4.38, -0.67], [1.21, 3.80, 3.41], [-0.42, 3.17, 3.14], [0.29, 4.35, 2.00], [3.19, 3.01, 2.20], [3.03, 2.09, 0.69], [2.47, 3.80, 0.79], [0.62, 0.89, 3.43], [1.74, 0.26, 2.20], [2.31, 1.41, 3.43], [-2.70, 3.17, 0.00], [-3.49, 2.46, 1.42], [-2.08, 3.50, 1.65], [-1.70, -0.46, -0.13], [-3.29, 0.14, 0.39], [-2.49, 0.85, -1.03], [-0.96, -0.04, 2.37], [-1.40, 1.52, 3.13], [-2.66, 0.42, 2.55], [1.82, 1.86, -2.13], [1.54, 3.54, -2.63], [2.38, 3.20, -1.11], [-0.74, 1.41, -2.38], [-1.88, 2.66, -1.79], [-0.69, 3.06, -3.03], [-1.02, 4.51, -0.13], [0.74, 4.81, -0.07], [-0.14, 4.98, -1.59]],
  "lumo_energy_ev": -6.118,
  "multiplicity": 1,
  "energy_ha": -1659.97433,
  "orbital_gap_ha": 0.3070,
  "de_lowest_kcal_mol": 40.3,
  "total_charge": 2
}

{
  "formula": "C5H9P",
  "method": "the ωB97M-V functional and the def2-TZVPD basis",
  "elements": ["C", "C", "C", "P", "C", "C", "H", "H", "H", "H", "H", "H", "H", "H", "H"],
  "xyz": [[0.72, -1.59, -1.72], [0.24, -0.37, -2.09], [0.06, 0.61, -1.08], [-0.61, 0.21, 0.43], [0.10, -1.18, 1.21], [-0.34, 1.83, 1.32], [0.75, -1.75, -0.66], [0.73, -2.42, -2.46], [0.08, -0.14, -3.18], [-0.37, 1.51, -1.39], [-0.13, -2.09, 0.97], [0.10, -1.15, 2.29], [0.56, 1.83, 1.89], [-1.19, 2.18, 2.01], [-0.24, 2.75, 0.72]],
  "lumo_energy_ev": [-0.407, -0.499],
  "multiplicity": 1,
  "energy_ha": -537.09177,
  "orbital_gap_ha": [0.2557, 0.2574],
  "de_lowest_kcal_mol": 76.3,
  "total_charge": 0
}

{
  "formula": "C8H8N2S",
  "method": "the ωB97M-V functional and the def2-TZVPD basis",
  "elements": ["C", "C", "C", "C", "C", "N", "C", "N", "S", "C", "C", "H", "H", "H", "H", "H", "H", "H", "H"],
  "xyz": [[3.23, -0.84, 0.03], [1.86, -0.18, 0.01], [1.50, 1.17, -0.08], [0.19, 1.56, 0.03], [-0.88, 0.75, 0.14], [-2.17, 1.10, 0.04], [-2.92, 0.05, -0.02], [-4.24, 0.05, 0.22], [-2.01, -1.53, -0.09], [-0.56, -0.64, 0.13], [0.79, -1.08, 0.13], [4.04, -0.58, -0.72], [3.19, -2.00, 0.18], [3.58, -0.60, 1.07], [2.37, 1.89, -0.25], [0.17, 2.67, -0.32], [-4.67, -0.61, -0.37], [-4.54, 0.97, -0.14], [1.06, -2.15, 0.00]],
  "lumo_energy_ev": 0.612,
  "multiplicity": 1,
  "energy_ha": -817.32399,
  "orbital_gap_ha": 0.3221,
  "de_lowest_kcal_mol": 35.1,
  "total_charge": 0
}

{
  "formula": "C33H67AlFK5O37P3",
  "method": "the ωB97M-V functional and the def2-TZVPD basis",
  "elements": ["Al", "K", "K", "K", "K", "K", "P", "O", "O", "O", "O", "P", "O", "O", "O", "O", "P", "O", "O", "O", "O", "C", "O", "H", "H", "H", "F", "C", "C", "O", "C", "O", "O", "C", "H", "H", "H", "H", "H", "H", "H", "H", "C", "C", "O", "C", "O", "O", "C", "H", "H", "H", "H", "H", "H", "H", "H", "C", "C", "O", "C", "O", "O", "C", "H", "H", "H", "H", "H", "H", "H", "H", "C", "C", "O", "C", "O", "O", "C", "H", "H", "H", "H", "H", "H", "H", "H", "C", "C", "O", "C", "O", "O", "C", "H", "H", "H", "H", "H", "H", "H", "H", "C", "C", "O", "C", "O", "O", "C", "H", "H", "H", "H", "H", "H", "H", "H", "C", "C", "O", "C", "O", "O", "C", "H", "H", "H", "H", "H", "H", "H", "H", "C", "C", "O", "C", "O", "O", "C", "H", "H", "H", "H", "H", "H", "H", "H"],
  "xyz": [[-18.34, 2.40, -12.64], [-24.20, -1.85, -13.98], [-23.65, 1.62, -13.60], [-23.29, -0.94, -10.67], [-20.85, 1.48, -16.25], [-20.99, -1.95, -15.53], [-23.28, -0.42, -17.15], [-23.41, -1.75, -16.45], [-21.87, -0.37, -17.73], [-23.64, 0.72, -16.14], [-24.46, -0.61, -18.06], [-20.64, 0.13, -13.13], [-19.57, 0.08, -14.37], [-20.97, 1.64, -13.15], [-19.95, 0.05, -11.76], [-21.91, -0.76, -13.31], [-26.19, 0.03, -11.99], [-26.19, 0.29, -13.54], [-25.89, -1.45, -11.76], [-27.66, 0.23, -11.61], [-25.17, 1.00, -11.34], [-15.55, 3.01, -9.43], [-16.09, 2.87, -10.72], [-15.72, 4.03, -9.08], [-15.97, 2.42, -8.62], [-14.47, 2.90, -9.34], [-18.82, 3.21, -15.48], [-17.24, -3.32, -14.48], [-17.19, -2.08, -13.54], [-16.30, -2.31, -12.52], [-15.94, -1.33, -11.75], [-16.41, -0.19, -11.74], [-14.87, -1.75, -11.14], [-14.41, -1.12, -9.93], [-17.80, -4.21, -14.22], [-16.24, -3.73, -14.66], [-17.53, -2.98, -15.48], [-18.19, -1.87, -13.16], [-16.83, -1.24, -14.14], [-13.37, -1.39, -9.75], [-15.13, -1.54, -9.21], [-14.53, -0.04, -9.87], [-24.60, 6.43, -16.93], [-24.28, 6.47, -15.49], [-25.38, 6.10, -14.75], [-25.63, 4.79, -14.50], [-24.77, 3.91, -14.76], [-26.78, 4.64, -13.72], [-27.07, 3.35, -13.26], [-24.82, 5.44, -17.32], [-23.73, 6.89, -17.42], [-25.44, 7.06, -17.19], [-24.05, 7.43, -15.02], [-23.45, 5.81, -15.27], [-28.03, 3.40, -12.74], [-26.24, 2.95, -12.68], [-27.11, 2.68, -14.13], [-20.00, 8.85, -10.08], [-19.66, 7.41, -10.47], [-20.39, 7.17, -11.67], [-20.31, 6.03, -12.31], [-19.52, 5.11, -12.11], [-21.30, 6.00, -13.24], [-21.37, 4.94, -14.17], [-19.72, 9.45, -10.94], [-19.46, 9.26, -9.22], [-21.04, 8.81, -9.76], [-19.99, 6.73, -9.69], [-18.61, 7.16, -10.60], [-20.39, 4.48, -14.24], [-21.63, 5.21, -15.19], [-22.05, 4.14, -13.87], [-18.14, -0.30, -8.05], [-19.50, -0.76, -8.42], [-19.57, -2.11, -8.02], [-20.66, -2.77, -8.05], [-21.74, -2.32, -8.46], [-20.34, -3.94, -7.55], [-21.32, -4.81, -7.11], [-17.45, -0.91, -8.62], [-17.85, -0.44, -7.01], [-17.90, 0.75, -8.23], [-19.73, -0.49, -9.45], [-20.15, -0.15, -7.80], [-21.46, -5.67, -7.76], [-22.28, -4.29, -7.15], [-21.18, -5.24, -6.12], [-18.85, -3.33, -11.05], [-20.24, -3.31, -11.74], [-20.42, -4.71, -12.04], [-21.15, -5.13, -13.09], [-21.68, -4.42, -13.92], [-21.04, -6.44, -13.16], [-21.63, -7.21, -14.22], [-18.99, -3.84, -10.09], [-18.53, -2.33, -10.74], [-17.98, -3.76, -11.54], [-20.09, -2.60, -12.56], [-20.96, -2.84, -11.07], [-22.71, -7.10, -14.35], [-21.45, -8.27, -14.04], [-21.21, -7.05, -15.21], [-18.70, -7.00, -18.38], [-20.01, -6.28, -18.43], [-19.98, -5.07, -19.30], [-19.66, -3.87, -18.76], [-19.45, -3.61, -17.55], [-19.64, -2.96, -19.72], [-19.18, -1.70, -19.46], [-18.74, -7.91, -17.79], [-17.96, -6.30, -17.98], [-18.40, -7.24, -19.41], [-20.56, -6.02, -17.52], [-20.74, -7.01, -18.78], [-19.81, -1.17, -18.75], [-19.22, -1.07, -20.35], [-18.13, -1.79, -19.17], [-17.79, 3.66, -6.22], [-18.65, 4.16, -7.46], [-19.76, 3.36, -7.62], [-20.18, 3.00, -8.85], [-19.68, 3.24, -9.94], [-21.33, 2.37, -8.73], [-22.15, 2.03, -9.82], [-17.18, 4.53, -5.93], [-17.30, 2.73, -6.49], [-18.38, 3.37, -5.35], [-18.00, 4.25, -8.33], [-19.05, 5.15, -7.22], [-22.97, 1.33, -9.65], [-21.66, 1.63, -10.70], [-22.61, 3.00, -10.03], [-16.97, -0.27, -16.92], [-16.22, 1.05, -17.29], [-15.07, 1.22, -16.45], [-15.02, 1.39, -15.13], [-15.96, 1.78, -14.39], [-13.82, 1.07, -14.64], [-13.37, 1.44, -13.30], [-18.05, -0.15, -16.94], [-16.97, -0.41, -15.84], [-16.66, -1.09, -17.57], [-16.87, 1.92, -17.14], [-15.69, 1.04, -18.24], [-12.79, 2.35, -13.18], [-12.58, 0.71, -13.15], [-14.17, 1.30, -12.57]],
  "lumo_energy_ev": 2.490,
  "multiplicity": 1,
  "energy_ha": -8447.86925,
  "orbital_gap_ha": 0.0660,
  "total_charge": -3
}

{
  "formula": "C5H14NSe",
  "method": "the ωB97M-V functional and the def2-TZVPD basis",
  "elements": ["C", "C", "C", "C", "C", "N", "Se", "H", "H", "H", "H", "H", "H", "H", "H", "H", "H", "H", "H", "H", "H"],
  "xyz": [[-0.28, -0.60, -2.04], [1.86, 0.77, 0.05], [0.90, -1.41, 0.54], [-2.80, 1.00, 1.11], [-0.73, 0.30, -0.96], [0.69, 0.00, 0.32], [-2.24, -0.45, -0.08], [0.08, -1.47, -1.53], [0.48, 0.00, -2.61], [-1.14, -0.79, -2.68], [1.51, 1.72, -0.50], [2.39, 1.04, 0.99], [2.47, 0.11, -0.59], [1.18, -1.86, -0.35], [1.59, -1.44, 1.29], [-0.12, -1.81, 0.86], [-2.45, 1.95, 0.77], [-3.89, 1.14, 1.06], [-2.55, 0.86, 2.11], [-0.69, 1.37, -1.07], [0.21, 0.28, 1.16]],
  "lumo_energy_ev": -3.169,
  "multiplicity": 1,
  "energy_ha": -2654.77107,
  "orbital_gap_ha": 0.3670,
  "de_lowest_kcal_mol": 0.6,
  "total_charge": 1
}

{
  "formula": "C6H15NO",
  "method": "the ωB97M-V functional and the def2-TZVPD basis",
  "elements": ["C", "C", "C", "C", "C", "C", "N", "H", "H", "H", "H", "H", "H", "H", "H", "H", "H", "H", "H", "H", "O", "H", "H"],
  "xyz": [[0.94, 1.91, -1.09], [-0.29, 1.74, -0.19], [-0.48, 0.21, -0.36], [-1.61, -0.29, -1.28], [0.38, -0.60, 0.31], [0.40, -2.02, -0.04], [1.46, -0.35, 1.19], [0.67, 1.47, -2.10], [1.88, 1.57, -0.70], [1.18, 3.00, -1.24], [-0.15, 2.04, 0.90], [-1.22, 2.30, -0.65], [-1.04, -0.85, -1.95], [-2.34, -0.74, -0.61], [-1.95, 0.62, -1.84], [-0.57, -2.43, -0.34], [1.08, -2.22, -0.97], [0.80, -2.61, 0.88], [1.83, 0.54, 1.14], [2.26, -1.01, 1.41], [-1.17, -0.69, 2.92], [-1.58, -1.31, 2.31], [-0.50, -0.27, 2.31]],
  "lumo_energy_ev": 0.813,
  "multiplicity": 1,
  "energy_ha": -367.53262,
  "orbital_gap_ha": 0.3222,
  "de_lowest_kcal_mol": 61.9,
  "total_charge": 0
}

{
  "formula": "C16H20N2O3S2",
  "method": "the ωB97M-V functional and the def2-TZVPD basis",
  "elements": ["C", "C", "O", "C", "C", "C", "C", "C", "C", "N", "C", "C", "N", "S", "O", "O", "C", "C", "C", "C", "S", "C", "C", "H", "H", "H", "H", "H", "H", "H", "H", "H", "H", "H", "H", "H", "H", "H", "H", "H", "H", "H", "H"],
  "xyz": [[3.25, 2.19, 1.49], [1.78, 2.55, 1.68], [0.94, 1.42, 1.63], [0.89, 0.54, 2.66], [1.46, 0.74, 3.92], [1.32, -0.20, 4.92], [0.61, -1.37, 4.69], [0.05, -1.58, 3.45], [0.18, -0.65, 2.43], [-0.43, -0.97, 1.17], [0.55, -1.11, 0.10], [-0.16, -1.66, -1.14], [-1.28, -0.83, -1.52], [-0.87, 0.54, -2.40], [0.54, 0.82, -2.34], [-1.80, 1.60, -2.11], [-1.23, -0.05, -4.03], [-2.35, 0.19, -4.77], [-2.32, -0.49, -6.01], [-1.20, -1.23, -6.17], [-0.14, -1.11, -4.82], [-2.21, -0.62, -0.43], [-1.49, -0.06, 0.79], [3.38, 1.68, 0.54], [3.86, 3.09, 1.50], [3.60, 1.53, 2.28], [1.45, 3.17, 0.85], [1.63, 3.11, 2.62], [2.01, 1.65, 4.12], [1.77, -0.02, 5.88], [0.51, -2.10, 5.47], [-0.50, -2.49, 3.24], [1.32, -1.80, 0.42], [1.01, -0.15, -0.17], [0.53, -1.70, -1.98], [-0.55, -2.66, -0.94], [-3.13, 0.84, -4.44], [-3.11, -0.42, -6.74], [-0.92, -1.84, -7.01], [-2.97, 0.07, -0.78], [-2.66, -1.59, -0.20], [-2.19, 0.02, 1.63], [-1.12, 0.95, 0.54]],
  "lumo_energy_ev": 0.656,
  "multiplicity": 1,
  "energy_ha": -1753.25472,
  "orbital_gap_ha": 0.3357,
  "de_lowest_kcal_mol": 58.3,
  "total_charge": 0
}